[1]
118
Properties=species:S:1:pos:R:3 method="wB97M-V/def2-TZVPD" orbital_gap_ha="0.161 / 0.244" total_charge=-1 multiplicity=3 e_homo_ev="-2.4 / -4.6" de_lowest_ev=4.662
Ti 12.053 14.642 11.337
C 15.158 16.074 12.513
C 13.695 16.162 12.548
N 12.942 16.442 11.429
N 6.813 13.260 13.957
C 7.015 12.073 13.800
S 7.395 10.526 13.712
S 5.743 14.437 14.366
C 6.879 15.752 15.060
C 6.021 16.787 15.669
C 5.737 16.745 17.055
C 5.241 17.868 17.689
C 4.975 19.059 17.008
C 5.161 19.038 15.556
C 5.734 17.910 14.952
C 13.075 15.932 13.836
C 13.703 16.252 15.066
C 13.111 16.145 16.275
C 11.987 15.336 16.423
C 11.296 14.968 15.283
C 11.825 15.247 14.012
O 11.060 14.857 12.908
H 15.437 15.038 12.740
H 15.683 16.751 13.200
H 15.427 16.220 11.459
H 7.369 16.180 14.131
H 7.524 15.364 15.846
H 5.922 15.871 17.653
H 5.033 17.869 18.741
H 4.550 19.928 17.462
H 4.754 19.840 14.931
H 6.006 17.912 13.876
H 14.685 16.717 15.020
H 13.614 16.551 17.134
H 11.544 15.061 17.422
H 10.383 14.361 15.354
C 13.049 20.760 10.009
Si 13.756 19.294 11.055
C 15.671 18.960 10.737
C 13.532 19.763 12.880
C 12.921 17.600 10.536
Si 13.483 17.284 8.589
C 14.566 15.771 8.674
C 14.462 18.651 7.755
C 12.064 17.058 7.354
Si 10.947 17.914 10.582
C 10.345 18.401 12.309
C 10.230 19.188 9.350
C 10.175 16.332 9.995
C 8.705 16.257 9.791
C 8.221 15.111 9.181
C 9.076 14.083 8.737
C 10.394 14.118 9.076
N 10.956 15.204 9.708
H 13.626 21.685 10.183
H 12.020 20.882 10.354
H 12.952 20.612 8.899
H 16.287 18.828 11.626
H 16.134 19.762 10.162
H 15.915 18.010 10.201
H 12.749 20.466 13.068
H 14.543 20.007 13.254
H 13.233 18.821 13.387
H 15.182 15.681 9.584
H 15.323 15.926 7.852
H 14.201 14.757 8.592
H 13.752 19.426 7.409
H 14.960 18.323 6.844
H 15.279 19.181 8.345
H 11.222 16.476 7.765
H 12.572 16.463 6.572
H 11.576 17.956 6.867
H 11.075 19.141 12.755
H 10.080 17.566 12.943
H 9.383 19.020 12.284
H 10.856 20.127 9.152
H 9.365 19.629 9.861
H 9.772 18.795 8.450
H 7.988 17.045 10.075
H 7.137 15.112 8.914
H 8.660 13.310 8.125
H 11.092 13.321 8.800
C 9.396 5.320 11.582
N 8.486 6.475 11.294
C 8.650 7.554 12.247
N 10.047 7.917 12.537
C 10.870 6.734 12.858
N 10.851 5.587 11.868
C 11.601 5.945 10.689
P 10.616 7.468 10.039
C 8.797 6.979 9.945
C 10.630 8.672 11.430
H 9.250 4.494 10.886
H 9.041 4.948 12.516
H 8.226 7.280 13.173
H 8.067 8.419 11.890
H 10.495 6.383 13.777
H 11.902 7.124 12.965
H 11.640 5.125 9.946
H 12.646 6.318 10.925
H 8.745 6.289 9.128
H 8.208 7.917 9.746
H 10.061 9.560 11.249
H 11.629 8.932 11.810
C 17.701 11.134 10.105
As 18.821 11.001 11.763
C 17.970 9.319 12.603
C 17.568 12.295 12.655
S 13.501 13.103 10.844
H 17.497 12.235 9.848
H 16.753 10.605 10.265
H 18.199 10.654 9.262
H 16.871 9.383 12.415
H 18.148 9.256 13.628
H 18.298 8.428 12.127
H 17.785 12.245 13.773
H 16.571 12.034 12.462
H 17.719 13.305 12.239



[2]
117
Properties=species:S:1:pos:R:3 method="wB97M-V/def2-TZVPD" orbital_gap_ha=0.309 smiles="CCCCCCCCCCCCCc1cc(O)c2nccnc2c1CC(=O)Br.CCOC(C)=O.CCOC(C)=O.CCOC(C)=O.CCOC(C)=O" e_homo_ev=-8.8
C -0.882 -2.568 3.007
C 0.264 -2.034 3.879
C 0.115 -0.540 4.210
C 0.162 0.321 2.944
C -0.023 1.824 3.238
C -0.695 2.595 2.081
C -0.228 2.181 0.666
C -1.282 1.407 -0.164
C -0.852 0.003 -0.573
C 0.314 -0.012 -1.586
C 1.318 -1.150 -1.337
C 2.094 -1.496 -2.617
C 2.712 -2.911 -2.597
C 4.202 -2.988 -2.318
C 4.612 -3.712 -1.165
C 5.932 -3.845 -0.856
O 6.295 -4.505 0.293
C 6.940 -3.262 -1.671
N 8.246 -3.413 -1.318
C 9.092 -2.816 -2.113
C 8.703 -2.090 -3.262
N 7.458 -1.964 -3.632
C 6.537 -2.556 -2.821
C 5.155 -2.441 -3.148
C 4.780 -1.737 -4.431
C 5.045 -2.599 -5.646
O 6.056 -3.013 -6.076
Br 3.339 -3.079 -6.553
H -0.668 -2.421 1.948
H -1.029 -3.641 3.146
H -1.827 -2.083 3.259
H 0.289 -2.586 4.820
H 1.203 -2.164 3.336
H -0.851 -0.377 4.696
H 0.946 -0.265 4.864
H -0.654 0.006 2.293
H 1.136 0.172 2.471
H -0.687 1.894 4.102
H 0.942 2.280 3.463
H -1.779 2.515 2.175
H -0.464 3.650 2.237
H 0.731 1.660 0.696
H -0.037 3.115 0.130
H -1.523 1.980 -1.062
H -2.202 1.324 0.420
H -0.575 -0.614 0.284
H -1.703 -0.492 -1.051
H -0.114 -0.148 -2.585
H 0.828 0.952 -1.619
H 0.811 -2.026 -0.930
H 2.042 -0.760 -0.615
H 1.424 -1.421 -3.477
H 2.865 -0.737 -2.758
H 2.525 -3.460 -3.525
H 2.195 -3.472 -1.816
H 3.887 -4.167 -0.504
H 6.788 -5.300 0.068
H 10.149 -2.894 -1.879
H 9.466 -1.622 -3.875
H 5.373 -0.825 -4.536
H 3.738 -1.449 -4.468
C -5.829 4.660 3.451
C -4.790 3.888 4.236
O -3.461 4.286 3.875
C -2.833 5.328 4.447
C -3.633 6.296 5.287
O -1.665 5.503 4.225
H -5.785 5.725 3.659
H -6.830 4.297 3.690
H -5.658 4.538 2.381
H -4.937 3.970 5.314
H -4.844 2.828 3.993
H -4.017 7.081 4.638
H -2.964 6.735 6.023
H -4.462 5.842 5.823
C 2.963 -7.168 -6.050
C 3.167 -6.285 -4.839
O 1.939 -5.764 -4.319
C 1.172 -6.400 -3.420
C 1.400 -7.867 -3.148
O 0.284 -5.782 -2.896
H 2.392 -8.064 -5.804
H 3.926 -7.475 -6.460
H 2.412 -6.627 -6.819
H 3.736 -6.783 -4.052
H 3.722 -5.394 -5.115
H 0.783 -8.449 -3.831
H 1.083 -8.075 -2.129
H 2.436 -8.180 -3.243
C -5.992 11.553 1.259
C -6.051 10.919 2.632
O -6.211 9.498 2.559
C -5.177 8.648 2.446
C -3.807 9.179 2.096
O -5.383 7.468 2.562
H -5.123 11.211 0.696
H -5.939 12.638 1.345
H -6.880 11.289 0.685
H -5.187 11.178 3.245
H -6.932 11.271 3.166
H -3.704 9.189 1.012
H -3.063 8.502 2.510
H -3.603 10.173 2.486
C -1.893 -3.522 -1.884
C -1.568 -2.602 -0.727
O -2.732 -1.955 -0.197
C -3.512 -2.510 0.750
C -3.348 -3.978 1.074
O -4.363 -1.840 1.267
H -2.538 -4.345 -1.576
H -0.980 -3.944 -2.300
H -2.417 -2.971 -2.666
H -1.021 -3.116 0.065
H -0.931 -1.787 -1.070
H -4.006 -4.554 0.425
H -3.652 -4.129 2.106
H -2.330 -4.346 0.971



[3]
112
Properties=species:S:1:pos:R:3 method="wB97M-V/def2-TZVPD" orbital_gap_ha=0.306 total_charge=+1 e_homo_ev=-12.0 de_lowest_ev=10.060
C -0.279 -3.756 6.677
C -0.581 -2.161 6.959
C -0.206 -1.356 5.548
C -1.557 -1.484 4.598
C -2.566 -0.269 5.043
C -2.983 0.753 3.830
C -1.758 1.157 2.816
C -1.782 2.799 2.511
C -0.603 3.164 1.386
C -1.201 2.810 -0.136
C -0.104 3.033 -1.332
N 1.226 3.373 -0.627
C -0.539 4.456 -2.096
C 0.679 5.126 -2.965
C 0.227 6.630 -3.538
O -1.795 4.291 -2.844
C -1.561 3.287 -3.900
C -1.068 1.820 -3.362
C -2.371 0.917 -2.948
C -2.177 -0.565 -3.698
C -3.551 -1.491 -3.473
C -3.532 -2.710 -4.583
C -2.955 -4.136 -3.987
C -1.428 -4.502 -4.528
C -0.243 -3.676 -3.750
C 1.235 -4.404 -3.816
C 2.477 -3.445 -3.305
N 0.029 1.871 -2.302
O 0.055 0.659 -1.722
C 1.419 0.219 -1.394
C 1.336 -0.380 0.166
H -0.007 -3.923 5.537
H -1.187 -4.456 6.984
H 0.659 -4.071 7.315
H 0.080 -1.817 7.867
H -1.715 -2.017 7.266
H 0.713 -1.890 5.052
H 0.069 -0.226 5.810
H -1.311 -1.527 3.455
H -2.053 -2.526 4.901
H -2.148 0.347 5.968
H -3.581 -0.754 5.433
H -3.885 0.308 3.192
H -3.390 1.764 4.293
H -0.681 0.844 3.211
H -1.928 0.519 1.822
H -1.532 3.384 3.499
H -2.788 3.163 2.036
H 0.304 2.439 1.665
H -0.278 4.290 1.411
H -2.132 3.536 -0.300
H -1.640 1.729 -0.051
H 2.022 3.306 -1.327
H 1.238 4.382 -0.334
H -0.780 5.224 -1.215
H 0.967 4.509 -3.941
H 1.673 5.304 -2.371
H 1.248 7.164 -3.823
H -0.317 7.259 -2.708
H -0.409 6.553 -4.525
H -0.867 3.685 -4.786
H -2.623 3.110 -4.417
H -0.571 1.273 -4.300
H -2.552 0.798 -1.798
H -3.392 1.343 -3.396
H -1.288 -1.110 -3.165
H -2.008 -0.423 -4.871
H -3.429 -1.974 -2.405
H -4.543 -0.841 -3.574
H -2.871 -2.375 -5.489
H -4.644 -2.909 -4.958
H -3.006 -4.098 -2.805
H -3.673 -5.013 -4.321
H -1.297 -4.356 -5.690
H -1.280 -5.649 -4.311
H -0.506 -3.481 -2.623
H -0.160 -2.612 -4.282
H 1.393 -4.745 -4.942
H 1.213 -5.388 -3.166
H 2.495 -2.379 -3.837
H 3.481 -4.035 -3.532
H 2.459 -3.232 -2.153
H 0.929 2.052 -2.842
H 2.232 1.060 -1.404
H 1.823 -0.670 -2.045
H 1.862 -1.423 0.279
H 0.180 -0.580 0.378
H 1.674 0.404 0.972
C 1.902 -6.755 2.334
C 1.709 -6.713 1.012
C 0.657 -5.865 0.419
O 0.478 -5.827 -0.791
C -0.172 -5.064 1.342
C 0.021 -5.107 2.664
C 1.074 -5.955 3.257
O 1.253 -5.993 4.467
H 2.669 -7.373 2.786
H 2.309 -7.293 0.322
H -0.939 -4.447 0.891
H -0.579 -4.527 3.355
C 4.433 6.035 2.719
C 5.629 5.462 2.888
C 6.078 4.355 2.022
O 7.171 3.829 2.178
C 5.155 3.905 0.961
C 3.960 4.477 0.791
C 3.511 5.585 1.657
O 2.417 6.111 1.501
H 4.088 6.848 3.346
H 6.317 5.781 3.662
H 5.500 3.092 0.334
H 3.271 4.158 0.017



| no. | F_max (hartree/bohr) |
| --- | --- |
| 1 | 0.0980 |
| 2 | 0.0306 |
| 3 | 0.0851 |